Computed, not measured: C34H20Cl2F12NO6Tc as an isolated structure, with ωB97M-V with the def2-TZVPD basis set.

The geometry in XYZ format:
```
76
Properties=species:S:1:pos:R:3:forces:R:3
Cl -6.242924 -0.473057 3.166095 0.01 -0.03 0.02
C -0.306249 4.555451 -4.554389 0.00 0.00 0.03
Cl -1.410083 -2.442529 3.564632 0.02 -0.04 0.05
C 3.557979 1.740038 4.833739 0.03 0.02 0.00
O 0.081911 1.523646 0.322565 -0.08 0.00 -0.44
C 1.556792 1.522457 3.332618 0.13 -0.09 0.11
F -3.076575 2.954056 2.498124 -0.03 0.03 -0.02
C 1.200868 -4.929782 1.190807 0.03 -0.12 -0.01
C 1.215845 -4.116829 -1.048030 0.02 -0.08 0.03
C -2.443549 -1.339834 2.783039 0.13 0.07 -0.10
F 0.076416 -1.155812 -3.825515 -0.02 -0.03 0.06
C 2.733705 0.990921 3.832953 -0.05 -0.05 -0.08
C -4.379277 1.088392 2.193519 -0.02 0.15 -0.11
C -3.082470 1.761617 1.817542 0.08 -0.15 0.01
H 2.934478 2.350738 5.484702 0.00 0.00 0.00
H -0.299985 1.155957 -4.882937 0.00 0.06 -0.03
C 1.347639 -5.187419 -0.165410 0.00 0.03 0.01
C -0.224965 2.198697 -5.160401 -0.01 -0.08 0.05
O -0.888924 3.607395 -1.887411 0.03 -0.18 0.06
C -1.958819 -0.497681 1.621153 -0.29 0.09 0.17
H 2.713539 -1.915343 2.090893 -0.02 -0.02 0.01
C 2.364451 -1.647932 -2.355548 -0.06 0.08 0.08
F -1.161178 3.732020 1.047714 0.05 -0.01 0.01
C -0.683284 2.920934 -2.820201 -0.08 0.40 -0.02
F -1.316091 -1.253927 -2.154326 0.02 0.02 0.08
H 1.264346 2.498234 3.687610 0.01 -0.02 0.00
F 3.320079 -1.761087 -1.442721 -0.03 -0.01 -0.04
C -3.136850 2.111657 0.345935 0.12 0.01 0.07
H 4.096698 -0.665952 3.644140 -0.03 0.01 -0.01
F 2.480034 -2.632666 -3.246409 -0.01 -0.01 0.00
H 0.766143 -3.485220 2.697625 0.01 0.00 -0.03
H -4.000736 -1.691952 4.097786 0.01 -0.01 -0.01
F -0.633492 3.515740 3.142225 0.02 0.00 0.02
C -4.608572 -0.078276 2.794833 -0.07 -0.05 0.00
C 2.372584 -0.956074 2.449368 -0.08 -0.10 -0.11
C 0.960049 -1.698922 -1.651107 0.03 -0.30 -0.11
C -0.356396 1.604765 1.688119 -0.13 0.01 0.09
C 0.136569 3.895390 -6.815693 0.00 0.07 0.00
H 1.372483 -4.312767 -2.099445 0.02 0.02 0.01
C 0.043285 2.553893 -6.466334 0.01 -0.05 -0.09
F -2.929995 -0.566998 0.659655 -0.14 -0.02 0.04
F -0.491164 -3.070188 -3.033719 -0.05 0.03 0.00
H 1.329332 -5.731354 1.907862 0.00 0.03 -0.01
H -3.833582 2.898128 0.038467 0.00 -0.01 -0.06
C -0.153296 -1.850480 -2.728515 0.11 -0.01 -0.02
C 0.751408 0.850392 2.413968 -0.06 -0.03 -0.11
C 3.148799 -0.248620 3.325513 0.09 0.16 0.15
O -2.436425 1.556075 -0.484194 -0.32 0.15 -0.16
C -0.036186 4.895830 -5.863154 0.01 -0.01 -0.05
H 2.502615 -6.539760 -1.367796 0.00 0.00 0.02
C 1.655236 -6.561417 -0.681593 -0.01 -0.01 -0.04
H 0.801488 -6.959968 -1.233405 0.01 0.01 0.02
H 1.884894 -7.248929 0.129440 0.00 0.01 -0.01
H 0.040566 5.936783 -6.145055 0.00 -0.01 -0.01
O -0.739149 1.418194 -2.578951 -0.01 -0.20 0.74
C 0.876399 -3.664691 1.639607 -0.02 0.17 0.00
N 0.340127 -1.331157 1.283790 0.19 -0.13 0.25
C 0.930779 -2.829150 -0.616901 -0.08 0.20 0.01
H -5.231641 1.730500 1.999263 0.01 -0.01 0.00
F 0.904981 3.613264 1.628844 -0.02 0.06 -0.03
C -1.765404 0.993610 2.117040 0.03 -0.05 0.01
Tc -0.716024 0.577682 -1.029610 0.46 -0.22 0.05
H 0.179288 1.787856 -7.217424 0.00 0.01 0.01
C -0.306134 3.155087 1.912807 0.03 -0.06 -0.08
C -3.660565 -1.100420 3.256709 -0.07 -0.01 0.06
F -1.671438 0.983610 3.482842 0.02 -0.05 0.00
H -0.442948 5.313806 -3.795608 0.00 0.01 -0.01
O -0.871398 -0.900987 0.775730 0.02 0.21 -0.34
H 4.256272 2.409541 4.324905 -0.01 -0.02 0.00
C -0.400607 3.202411 -4.205713 0.05 -0.05 -0.13
C 0.716563 -2.604365 0.754192 0.12 -0.29 -0.13
H 0.345892 4.165883 -7.842616 0.00 0.00 0.02
F 2.515856 -0.487393 -2.986704 0.01 0.00 -0.01
O 0.843452 -0.435056 -1.058565 -0.16 0.29 0.06
H 4.145325 1.061084 5.449457 -0.01 0.00 0.01
C 1.131203 -0.457740 2.017571 0.02 0.17 -0.01
```
Forces are in eV/Å.

Properties
gap between HOMO and LUMO (spin up / spin down): 4.19 / 4.20 eV
total charge: +2
calculated total energy: -4012.67543 Eh
E_HOMO (spin up / spin down): -13.563 / -13.564 eV

=====

Computed, not measured: C30H50InP2Se as an isolated structure at a distorted geometry, with ωB97M-V with the def2-TZVPD basis set.

The geometry in XYZ format:
```
84
Properties=species:S:1:pos:R:3:forces:R:3
H -2.363035 -1.108260 -5.010498 0.34 -0.36 0.19
H -2.921037 -1.707295 -1.912550 -0.24 -0.09 0.22
H -2.749300 1.203772 3.609791 0.24 0.05 -0.24
H -0.903927 -0.374769 7.355284 0.35 0.11 -0.19
H 0.014283 2.567145 -3.353396 0.13 -0.53 0.16
In -0.733141 -0.203919 -2.872579 -0.52 -0.22 1.69
C 0.138898 1.600633 -3.857855 -0.15 0.24 -0.38
C 1.777363 -4.359171 1.771270 0.09 0.26 -0.11
H -2.129177 0.937279 -6.050841 0.31 -0.23 0.09
H 2.795077 -0.630281 -3.969448 -0.58 0.31 -0.14
H 2.407421 -3.791974 2.471263 -0.07 -0.49 -0.05
H -1.040019 1.153850 3.143344 -0.17 0.08 -0.06
H 3.926378 2.471798 1.664187 -0.04 -0.27 -0.27
C 2.247266 0.766554 6.669239 0.07 0.08 0.34
C -0.244671 -1.581906 -4.624767 -0.01 -0.49 -0.64
H 3.566438 0.815402 2.229630 0.04 0.27 -0.49
P 1.315105 -3.182249 0.451211 -0.58 0.17 -0.55
C 1.194035 -0.117867 4.659395 -0.06 0.09 0.73
H -3.291907 3.767626 0.209675 0.05 0.06 -0.04
H -0.756283 0.162270 -6.843150 -0.24 -0.04 0.23
H -3.014522 -2.574178 -0.368663 -0.10 0.13 -0.22
H -0.799764 -0.921493 4.933472 0.23 0.24 0.20
C -3.364275 -1.684104 -0.903899 -0.40 -0.69 -0.24
C 1.934250 -0.143547 -4.475524 0.58 -0.52 0.23
C -2.034646 1.522268 2.830514 0.16 0.35 0.57
H -0.430146 -2.654690 -4.509054 -0.21 0.43 0.30
H 2.681018 3.870625 0.215775 -0.20 -0.30 -0.09
H 1.810955 0.989938 -2.574267 -0.43 -0.05 -0.35
H -1.681332 3.577423 0.909286 -0.06 0.09 -0.06
C -3.019741 0.862653 -0.696680 1.61 -0.56 -0.98
H 3.217613 0.641767 4.736659 -0.29 0.03 0.28
H 2.973893 -4.513539 -0.771982 -0.02 0.16 -0.13
C -3.010967 -0.457295 -0.164004 0.72 0.32 0.45
C -0.205706 1.625108 -5.338987 -0.20 0.15 -0.56
H 1.722496 -2.200481 -5.184699 -0.29 0.55 0.08
C -1.344036 -0.722360 -4.944078 -0.40 0.83 -0.79
C 1.909652 3.186934 -0.168727 -0.56 -0.12 -0.66
H -3.388172 -1.507583 2.852821 0.21 -0.03 -0.10
H 1.045235 0.722684 8.476963 0.02 -0.03 -0.25
C -2.632880 -0.368450 1.200426 -0.17 0.64 -0.27
H -3.633273 0.394990 -2.710506 0.07 0.26 0.16
C -3.439539 1.262935 -2.061321 -0.85 0.78 -0.77
C 3.459559 1.517308 1.387447 0.08 -0.56 -0.21
H 0.864197 -4.690718 2.282725 0.34 -0.01 -0.05
C -0.007040 -0.125507 6.780935 0.09 -0.04 0.24
H 1.637400 2.459058 3.445869 -0.14 0.18 -0.15
C -2.533130 -1.488627 2.157230 -0.01 -0.37 0.39
C -0.016516 -4.123151 -0.427289 -0.14 0.12 0.12
Se 1.215751 -0.495663 2.836923 -0.41 -0.34 -0.38
C 2.310385 0.458238 5.319257 -0.17 -0.14 -0.29
H -1.613568 -1.414603 2.757090 -0.19 -0.07 -0.11
C -2.402137 0.999711 1.503502 -0.20 -0.62 -0.69
H -0.418005 -3.492424 -1.238703 0.15 -0.26 0.24
C 1.088850 0.485344 7.415894 -0.01 -0.17 -0.73
H 0.732272 1.602636 -5.923733 -0.31 0.16 0.24
H -2.008009 2.621400 2.844531 0.02 -0.31 0.03
H 1.053437 -1.012328 -6.280745 -0.30 -0.08 0.42
C 1.587211 2.991771 2.489867 -0.47 -0.04 0.02
C -1.137892 0.495917 -5.861717 -0.10 0.46 -0.01
H 2.342440 -3.156874 -1.774663 0.03 -0.05 0.22
H 2.323356 -5.194233 1.315284 -0.14 -0.01 0.45
C 1.181659 0.694776 -3.427201 1.32 0.22 -0.05
H -2.682240 1.898621 -2.553390 -0.49 -0.16 0.10
P 1.653369 1.811142 1.057848 1.33 1.18 1.35
C 2.662559 -3.462879 -0.771544 0.24 0.36 0.32
C -2.357436 3.199204 0.139999 -0.01 0.33 0.03
C 0.042158 -0.430673 5.428309 0.12 0.18 -0.19
H 2.220346 2.797252 -1.149276 -0.10 0.16 0.27
H 3.113756 1.225564 7.161006 -0.41 -0.23 -0.22
H 0.696457 3.626165 2.447608 0.05 -0.15 0.17
H 0.971595 3.753160 -0.292432 0.32 -0.22 -0.02
H 3.951456 1.105693 0.500521 0.07 -0.03 0.19
H 0.377238 -5.059586 -0.851412 -0.19 0.21 0.14
H -2.516019 -2.451816 1.635773 0.01 0.10 0.17
C -2.583706 1.750409 0.314860 0.24 -0.33 0.55
H -0.839147 -4.342633 0.271879 0.25 0.02 -0.27
H -0.677082 2.601306 -5.545784 0.18 -0.44 -0.05
H 3.502054 -2.824177 -0.467151 0.01 -0.27 -0.23
C 1.125741 -1.265812 -5.206983 0.80 -0.06 0.18
H 2.401420 0.526155 -5.225170 -0.28 -0.16 0.34
H -1.915956 3.413411 -0.838038 -0.06 0.04 0.04
H -4.455202 -1.776743 -1.030987 0.22 -0.07 0.04
H -4.376011 1.854651 -2.040303 0.25 -0.19 -0.02
H 2.478538 3.621288 2.389453 -0.33 0.01 0.17
```
Forces are in eV/Å.

Properties
gap between HOMO and LUMO (spin up / spin down): 3.00 / 2.99 eV
total charge: +1
calculated total energy: -4446.81989 Eh
E_HOMO (spin up / spin down): -8.858 / -8.855 eV

=====

Computed, not measured: an isolated ion of composition C3H9NOP and charge +1 at a distorted geometry, with ωB97M-V with the def2-TZVPD basis set.

The geometry in XYZ format:
```
15
Properties=species:S:1:pos:R:3:forces:R:3
C 1.522916 -0.620780 0.284078 -0.54 -1.06 -2.76
H 1.807046 -1.144169 -0.709460 -0.32 0.84 2.12
P -1.548539 -0.083434 -0.390423 -1.26 3.26 -0.35
C -1.008340 -1.609292 0.030270 2.06 0.26 0.27
O -1.907614 0.697901 1.062189 2.03 -1.13 -0.74
H -0.576837 -2.327290 -0.616206 0.28 -0.30 -0.90
H 1.879400 1.286765 -0.217817 3.26 2.20 -1.50
H 0.813945 1.235406 0.993407 0.62 -1.38 -2.41
H -1.509982 -2.029326 0.837616 -0.67 -0.75 1.65
H 2.020809 -0.787535 1.205276 0.36 -0.22 0.52
H -0.223239 1.955159 -0.898844 -0.59 1.28 -0.26
H 0.330995 0.635374 -1.996895 -0.50 0.33 1.97
H -2.736713 1.098452 1.310938 -0.65 -0.05 -0.64
C 0.007256 0.928512 -0.918033 -0.44 -1.86 -1.72
N 1.128894 0.764255 0.023902 -3.64 -1.42 4.75
```
Forces are in eV/Å.

Properties
gap between HOMO and LUMO (spin up / spin down): 8.55 / 7.34 eV
energy relative to the best compared isomer or geometry (same formula, charge and spin): 316.4 kJ/mol
total charge: +1
calculated total energy: -590.65797 Eh
E_HOMO (spin up / spin down): -13.263 / -12.149 eV

=====

Computed, not measured: one molecule with the formula C21H38N2O2, with ωB97M-V with the def2-TZVPD basis set.

The geometry in XYZ format:
```
63
Properties=species:S:1:pos:R:3:forces:R:3
C -0.770331 -4.778742 -0.750283 0.16 0.27 0.14
O 3.178167 -2.022099 -1.135933 0.36 -0.20 -0.16
H 1.891136 -4.758566 -0.095178 0.10 -0.07 -0.07
H 3.804436 2.487320 0.603975 0.01 0.04 0.00
H -0.421839 -2.255638 -1.567697 0.05 -0.06 -0.02
C -6.028390 3.485268 0.193049 -0.08 0.04 -0.13
H 4.682182 3.594829 -1.315804 -0.04 -0.01 -0.11
C -6.985605 2.303453 0.086937 0.03 0.00 0.19
H -2.653830 1.373096 -0.591191 0.03 0.04 0.09
H 4.593270 0.103892 -1.122659 0.02 0.03 -0.05
C -3.502754 0.985437 -0.024672 -0.12 -0.23 -0.31
H -2.812255 -2.942513 0.315928 -0.05 0.19 0.02
H -7.747826 2.303892 0.865144 -0.10 0.00 -0.04
C 5.619829 1.403173 1.077919 -0.02 0.02 0.09
C 0.451457 -2.616911 -1.013355 -0.03 -0.23 0.02
H 1.161900 -3.056293 -1.718185 -0.15 0.01 -0.01
C 6.425670 3.420694 0.000346 0.09 -0.07 -0.15
H 5.803334 0.336442 0.952555 -0.04 -0.10 0.07
H 5.280332 1.564163 2.101340 0.01 -0.08 0.04
H -7.482431 2.311565 -0.884726 -0.07 0.00 -0.05
H 3.509843 -0.399924 1.095939 -0.04 -0.03 0.06
H -3.398561 1.340499 1.002309 0.04 0.09 0.03
C -2.101977 -1.039488 0.501632 -0.60 -0.34 -0.15
C -4.803218 1.515368 -0.624918 0.22 -0.08 0.17
C -6.045481 1.105913 0.186107 -0.14 0.01 -0.25
H -5.717739 3.610835 1.231396 -0.01 0.04 0.07
H -1.118395 -5.544172 -0.059749 -0.05 -0.13 0.06
H 7.417647 2.489074 1.714036 0.10 -0.05 0.00
H -0.134617 -5.253577 -1.493123 0.04 -0.08 -0.12
H 3.257039 1.196855 -1.487032 0.00 -0.03 -0.09
H 5.771400 2.250932 -1.684431 0.02 -0.05 -0.09
C -0.862975 -3.077012 1.106624 0.35 -0.09 -0.10
H -4.236481 -0.962566 0.572037 -0.03 -0.09 -0.04
H 7.227010 3.881171 -0.576368 0.02 0.10 0.03
H -0.274019 -2.349741 1.669554 -0.05 -0.12 0.03
C 4.559997 1.900706 0.071001 -0.07 -0.17 -0.31
C 5.325962 2.833863 -0.876270 -0.08 0.16 0.24
H -5.768857 0.952406 1.231036 0.03 -0.06 0.10
H 7.584965 1.619371 0.188477 0.06 -0.01 0.00
O -1.178001 -0.305671 0.803044 0.22 0.38 0.09
C 6.898368 2.208042 0.798453 0.03 0.11 0.10
C 2.940459 -0.054175 0.229773 0.25 -0.09 -0.36
H -4.974192 3.404418 -1.692579 0.04 0.05 -0.02
C -3.432097 -0.539331 -0.033205 0.18 0.52 0.10
H -4.893686 1.124399 -1.643279 0.00 -0.01 0.00
H -3.903925 3.486885 -0.297684 0.09 0.04 -0.06
N -2.032806 -2.382033 0.619895 -0.04 -0.39 0.02
H -1.630713 -4.356012 -1.265235 -0.14 0.02 -0.11
C 3.854326 0.772196 -0.676040 -0.12 0.12 0.29
H -3.551838 -0.910028 -1.055508 -0.04 -0.07 0.00
H -6.501373 0.189254 -0.186908 0.00 -0.10 0.08
C 1.245352 -4.314182 0.657044 -0.20 0.14 -0.10
H 2.102532 0.546789 0.584995 -0.01 0.02 0.08
H -6.471856 4.420218 -0.146176 0.00 0.08 0.08
C 2.441000 -1.286301 -0.507613 -0.14 0.34 0.33
H 0.956471 -5.084337 1.369083 -0.02 -0.11 0.11
N 1.113197 -1.494491 -0.400443 -0.36 0.04 0.10
H 6.005702 4.172631 0.670950 -0.01 0.07 0.02
C -4.835330 3.060414 -0.667368 -0.02 0.04 -0.01
C 0.012470 -3.697281 -0.003064 -0.01 0.05 0.02
H -1.186932 -3.867016 1.790564 0.07 0.04 0.01
H 1.817780 -3.553385 1.181214 0.11 0.07 0.09
H 0.527113 -0.853955 0.124289 0.17 0.00 -0.05
```
Forces are in eV/Å.

Properties
gap between HOMO and LUMO: 9.66 eV
SMILES string: CC(C)(CNC(=O)CCC1CCCC1)CNC(=O)CCC1CCCC1
energy relative to the best compared isomer or geometry (same formula, charge and spin): 8.5 kJ/mol
calculated total energy: -1083.05092 Eh
E_HOMO: -9.134 eV

=====

Computed, not measured: C5H6O2 as an isolated structure at a distorted geometry, with ωB97M-V with the def2-TZVPD basis set.

The geometry in XYZ format:
```
13
Properties=species:S:1:pos:R:3:forces:R:3
C 0.387211 0.081676 -0.150213 -0.11 -1.23 0.40
H 0.109903 -0.648005 1.937163 -0.53 0.32 0.08
C 1.287164 -0.239796 -1.311482 -0.16 -0.16 0.19
H -1.795859 -0.299194 -0.562617 -0.45 0.25 0.24
H 2.320557 -0.367862 -0.968902 -0.23 -0.03 0.01
C -0.841879 1.363274 0.856403 0.17 0.20 0.44
C -1.050097 0.072915 0.119198 -0.66 0.31 -0.18
H 0.940852 -1.193356 -1.714738 0.16 0.01 -0.08
H 1.307037 0.496737 -2.130231 -0.32 -0.04 0.48
O 0.541384 1.351942 0.535962 -0.36 -0.21 0.56
H -0.771682 -1.920137 1.006840 1.23 0.39 -0.90
C -0.291718 -0.918346 0.967127 0.74 0.29 -0.26
O -1.414907 2.038037 1.652965 0.53 -0.12 -0.97
```
Forces are in eV/Å.

Properties
gap between HOMO and LUMO: 10.57 eV
energy relative to the best compared isomer or geometry (same formula, charge and spin): 219.2 kJ/mol
calculated total energy: -344.51842 Eh
E_HOMO: -9.707 eV